Here is a molecular structure, C32H74AsF5N9O5S2Si3TeTi from the Open Molecules 2025 dataset. Energies are from ωB97M-V with the def2-TZVPD basis set.

For the total energy, the calculation gives -208152.02276 eV. Its total charge is +3. The LUMO energy is -8.7 eV. The calculation puts the molar mass at 1158.77 u. The value obtained for the energy above the lowest of the compared OMol25 structures with the same formula, charge and spin is 91.2 kcal per mole.

```
133
Properties=species:S:1:pos:R:3:forces:R:3
Ti -0.4206 -0.5370 -0.4374 -0.54 -0.33 0.92
C -1.2268 -1.7474 4.3154 -0.10 0.06 -0.06
C 0.1856 -1.3638 3.8826 -0.07 -0.11 -0.07
C 0.7245 -0.2535 4.7727 0.01 0.12 -0.03
C 1.1094 -2.5796 3.9251 0.10 -0.03 0.00
N 0.1480 -0.7539 2.5146 -0.42 0.03 0.40
N -0.3036 -1.6478 1.4683 0.21 0.72 0.37
H -1.2843 -1.7884 5.4058 0.01 -0.04 -0.13
H -1.5063 -2.7389 3.9494 -0.08 0.05 -0.04
H -1.9564 -1.0035 3.9717 0.06 -0.07 0.07
H 0.7221 -0.5835 5.8137 0.04 0.04 -0.09
H 0.0912 0.6375 4.6947 0.07 -0.11 0.04
H 1.7534 0.0083 4.5109 -0.16 0.01 0.04
H 1.2133 -2.9321 4.9552 -0.01 0.00 -0.13
H 2.1101 -2.3277 3.5592 -0.06 -0.02 0.08
H 0.7157 -3.4232 3.3456 0.01 0.04 0.05
H 1.0956 -0.5080 2.2731 0.26 0.05 -0.17
H -1.2098 -1.9687 1.7796 -0.44 -0.16 0.02
H 0.2919 -2.4644 1.4360 0.21 -0.52 -0.18
F 3.9024 0.6458 -1.5677 0.31 -0.51 0.55
Te 2.2172 0.0139 -2.0285 1.79 2.73 -0.93
F 2.3616 1.5530 -3.1087 -0.66 0.12 -0.31
F 2.9409 -0.7024 -3.6088 0.37 -0.87 -0.26
F 1.2633 1.5407 -0.9561 0.19 -0.71 0.10
F 0.3661 -1.9740 -1.1531 0.33 -0.29 -0.04
O -0.6551 0.3127 -2.0520 0.06 0.28 -1.16
C -4.3481 -0.1784 1.4965 -0.22 0.30 0.06
Si -4.3477 -1.8538 0.7174 0.44 0.00 0.19
C -3.6876 -3.1784 1.8430 0.08 -0.26 0.06
C -5.9996 -2.3716 0.0993 -0.38 -0.09 -0.27
As -2.6586 -1.5902 -1.0425 -0.92 -0.41 -0.05
Si -2.1659 -3.8145 -1.9104 0.00 0.16 0.12
C -1.1525 -4.7223 -0.6597 0.17 -0.14 0.30
C -3.8596 -4.5152 -2.1105 -0.28 -0.11 -0.02
C -1.2138 -3.6578 -3.4843 -0.01 0.06 -0.41
Si -3.9041 -0.3042 -2.6985 0.03 0.25 -0.06
C -3.4977 -0.8009 -4.4414 0.14 -0.23 -0.17
C -5.7074 -0.6227 -2.4765 -0.30 -0.26 0.13
C -3.5591 1.5033 -2.3654 -0.06 0.20 0.00
H -4.9826 -0.1694 2.3925 0.09 0.00 -0.15
H -4.7423 0.5716 0.7984 0.07 -0.06 0.13
H -3.3388 0.1172 1.7806 0.02 0.04 0.09
H -4.3799 -4.0277 1.8492 0.12 0.07 0.00
H -3.6149 -2.8169 2.8693 0.03 0.00 0.03
H -2.7157 -3.5657 1.5321 -0.05 0.00 0.17
H -6.5115 -2.8623 0.9361 0.09 0.03 -0.06
H -5.9427 -3.0908 -0.7226 -0.10 0.04 0.17
H -6.6148 -1.5303 -0.2198 0.01 -0.20 0.12
H -1.5053 -4.5956 0.3673 0.07 -0.10 -0.13
H -0.0988 -4.4358 -0.7152 -0.10 -0.04 0.02
H -1.2154 -5.7950 -0.8877 0.02 0.14 0.03
H -4.3067 -4.7224 -1.1323 0.01 -0.02 -0.13
H -3.8210 -5.4593 -2.6673 -0.01 0.11 0.07
H -4.5163 -3.8280 -2.6539 0.01 -0.13 0.00
H -0.3842 -2.9595 -3.3829 0.07 -0.04 -0.01
H -1.8357 -3.3487 -4.3304 0.12 -0.06 0.11
H -0.7835 -4.6372 -3.7270 -0.07 0.09 0.02
H -3.4572 -1.8895 -4.5502 -0.04 0.14 -0.06
H -2.5663 -0.3849 -4.8236 -0.03 -0.05 -0.01
H -4.3149 -0.4394 -5.0785 0.10 -0.03 0.10
H -5.9482 -1.6922 -2.4793 -0.04 0.27 -0.08
H -6.2254 -0.1652 -3.3299 0.10 -0.02 0.12
H -6.1081 -0.1792 -1.5611 0.05 0.00 -0.23
H -2.7019 1.6489 -1.7145 0.09 0.08 0.06
H -4.4319 1.9584 -1.8842 0.10 -0.04 -0.08
H -3.3790 2.0395 -3.3050 -0.03 -0.05 0.11
N -1.1696 0.9936 0.6137 -0.20 0.50 0.28
C -1.1538 2.0748 1.0606 0.09 0.35 0.19
N -1.1329 3.2573 1.5509 -0.09 -0.08 -0.09
C -1.5583 4.4250 0.7103 0.20 -0.02 0.16
C -0.4263 5.4363 0.6900 0.08 0.01 0.23
C -0.0690 5.9137 2.1256 -0.09 -0.11 -0.09
C -0.6846 5.0185 3.2135 0.00 0.06 -0.22
C -0.5236 3.5400 2.9014 -0.07 0.07 -0.03
H -2.4606 4.8449 1.1477 -0.09 -0.04 0.06
H -1.8061 4.0616 -0.2835 0.01 -0.13 -0.05
H -0.7307 6.2760 0.0649 0.03 0.01 0.01
H 0.4434 4.9757 0.2127 -0.04 0.02 0.00
H -0.4182 6.9349 2.2739 0.03 -0.03 0.02
H 1.0151 5.9339 2.2437 -0.02 0.01 -0.03
H -1.7431 5.2518 3.3513 0.04 -0.04 0.02
H -0.1996 5.2030 4.1714 -0.03 0.02 0.02
H -1.0220 2.9252 3.6462 -0.08 -0.10 -0.03
H 0.5302 3.2642 2.8733 0.05 -0.05 -0.11
C 7.1095 -1.6857 5.0561 -0.16 0.10 -0.03
C 6.0042 -0.7495 5.5603 0.24 0.02 -0.11
S 4.8629 -0.3144 4.2760 -0.14 -0.21 -0.21
O 3.8651 0.6184 4.7516 0.20 0.01 0.12
O 4.3789 -1.5404 3.6734 0.16 0.14 -0.23
C 5.8606 0.6363 3.0959 -0.24 -0.12 -0.15
C 5.7968 0.2444 1.6046 -0.40 -0.08 0.19
N 4.5240 -0.3567 1.1211 0.47 0.16 0.49
C 3.3510 0.2917 1.0468 -0.32 -0.26 0.03
N 2.3910 -0.5015 0.5398 0.39 -0.67 0.13
C 3.0145 -1.7301 0.3045 -0.50 0.33 0.13
C 4.3083 -1.6343 0.6578 0.35 -0.24 0.39
N 5.2280 -2.7704 0.7276 0.30 -0.06 -0.08
O 6.3554 -2.5946 1.1537 -0.60 0.03 -0.17
O 4.7625 -3.8234 0.3427 0.13 0.42 0.14
C 3.1469 1.6820 1.5228 0.11 -0.01 -0.05
H 7.6802 -2.0630 5.9024 -0.02 0.05 0.03
H 7.8121 -1.1790 4.3903 -0.06 -0.01 0.08
H 6.6849 -2.5368 4.5240 0.00 0.02 0.06
H 6.3827 0.1967 5.9609 -0.05 -0.15 0.06
H 5.3708 -1.2333 6.3078 0.01 0.08 0.01
H 6.8959 0.5563 3.4323 -0.05 0.10 -0.14
H 5.5140 1.6542 3.2625 0.12 0.03 -0.01
H 6.5696 -0.4679 1.3896 0.19 -0.23 -0.15
H 5.9598 1.1305 0.9968 0.09 0.08 -0.01
H 2.5081 -2.6028 -0.0715 -0.06 0.02 -0.02
H 3.8814 2.3614 1.0818 -0.06 -0.04 0.02
H 3.2419 1.7162 2.6124 -0.02 0.01 -0.04
H 2.1530 2.0053 1.2327 -0.05 0.04 -0.07
C -0.0543 0.3632 -7.7543 -0.05 0.03 -0.08
C 0.6234 0.2576 -6.4022 0.01 0.24 0.04
N 0.3462 1.4671 -5.5801 0.16 -0.44 -0.29
C -0.0048 1.4815 -4.3228 -0.18 -0.33 0.10
S -0.1541 -0.1138 -3.5303 -0.72 0.08 -0.32
N -0.2425 2.5560 -3.6210 0.16 0.30 0.17
C 0.2210 3.9099 -3.9948 -0.24 0.03 -0.13
C -0.8938 4.7793 -4.5546 -0.05 0.03 -0.05
H 0.0456 -0.5854 -8.2842 0.02 0.08 0.02
H 0.4198 1.1329 -8.3689 -0.08 -0.04 0.06
H -1.1181 0.5911 -7.6556 0.08 -0.04 0.00
H 1.7009 0.1586 -6.5138 0.08 -0.01 0.10
H 0.2681 -0.6215 -5.8620 -0.07 0.02 0.07
H 0.5003 2.3556 -6.0330 -0.02 0.12 -0.10
H -0.4412 2.3983 -2.6455 0.04 -0.08 0.19
H 1.0440 3.8092 -4.7026 0.05 -0.03 0.04
H 0.6474 4.3416 -3.0928 0.03 0.01 0.05
H -1.3463 4.3345 -5.4466 0.05 0.05 0.11
H -0.4894 5.7545 -4.8346 -0.04 -0.09 0.03
H -1.6811 4.9417 -3.8136 0.07 -0.04 -0.09
```
Positions in Å, forces in eV/Å.

Mulliken population analysis, charges in e, atoms 1 to 8: atom 1 (Ti): 0.21, atom 2 (C): -1.73, atom 3 (C): 1.75, atom 4 (C): -1.40, atom 5 (C): -1.65, atom 6 (N): 0.35, atom 7 (N): 0.34, atom 8 (H): 0.57

***

Here is 2 unconnected molecules or ions with the total composition C3H6 from the Open Molecules 2025 dataset. Energies are from ωB97M-V with the def2-TZVPD basis set.

For the total energy, the calculation gives -3204.10623 eV. The LUMO energy is 0.6 eV. The calculation puts the molar mass at 42.08 u. The value obtained for the energy above the lowest of the compared OMol25 structures with the same formula, charge and spin is 77.3 kcal per mole.

```
9
Properties=species:S:1:pos:R:3:forces:R:3
C -1.1023 0.7581 0.4898 -1.84 -1.09 0.90
C -0.2459 -0.1530 0.1248 -2.63 -3.63 -0.90
C 1.0972 -0.2782 -0.4541 1.09 2.85 2.90
H -2.1183 0.5679 0.9091 1.01 -0.42 -0.55
H -0.9527 1.7860 0.4792 1.02 1.85 -0.20
H -1.0961 -1.7955 0.0552 1.99 3.42 0.35
H 1.5294 0.6600 -0.9018 -0.72 -0.63 0.41
H 1.1433 -1.0305 -1.1297 0.20 -2.28 -2.04
H 1.7454 -0.5149 0.4275 -0.12 -0.07 -0.87
```
Positions in Å, forces in eV/Å.

Mulliken population analysis, charges in e, atoms 1 to 8: atom 1 (C): -0.64, atom 2 (C): 0.03, atom 3 (C): -0.78, atom 4 (H): 0.21, atom 5 (H): 0.30, atom 6 (H): 0.07, atom 7 (H): 0.30, atom 8 (H): 0.29

***

Here is a molecular structure, C4H7NO2 from the Open Molecules 2025 dataset. Energies are from ωB97M-V with the def2-TZVPD basis set.

For the total energy, the calculation gives -9843.70740 eV. The LUMO energy is 0.4 eV. The calculation puts the molar mass at 101.10 u. The value obtained for the energy above the lowest of the compared OMol25 structures with the same formula, charge and spin is 82.4 kcal per mole.

```
14
Properties=species:S:1:pos:R:3:forces:R:3
C 2.2764 0.2590 -0.4820 -0.07 0.07 -0.01
N 1.5592 -0.9077 0.0500 -1.27 0.10 0.07
C 0.2944 -0.7563 0.1917 -0.97 1.66 -0.46
C -0.5250 0.6758 -0.0259 0.72 -0.48 0.16
O -1.8203 0.2692 -0.4144 -0.15 -0.04 -0.02
C -2.2674 -0.6560 0.3976 1.07 -0.65 0.14
O -0.6273 -1.6220 0.5827 -0.98 0.81 -0.48
H 1.8340 0.5877 -1.4328 0.11 0.03 0.13
H 2.2698 1.1110 0.2142 -0.02 -0.14 -0.09
H 3.3309 0.0365 -0.6919 -0.36 -0.24 0.21
H -0.2459 1.4230 -0.7800 0.47 -0.55 0.31
H -0.5771 1.1540 0.9653 0.15 -0.07 -0.17
H -3.1686 -1.1346 -0.0404 1.07 -0.46 0.34
H -2.3332 -0.4396 1.4660 0.24 -0.04 -0.13
```
Positions in Å, forces in eV/Å.

Mulliken population analysis, charges in e, atoms 1 to 8: atom 1 (C): -0.80, atom 2 (N): -0.63, atom 3 (C): 0.81, atom 4 (C): -0.45, atom 5 (O): -0.32, atom 6 (C): -0.04, atom 7 (O): -0.54, atom 8 (H): 0.28

***

Here is 2 unconnected molecules or ions with the total composition C4H5FO3 from the Open Molecules 2025 dataset. Energies are from ωB97M-V with the def2-TZVPD basis set.

For the total energy, the calculation gives -13079.95234 eV. The spin multiplicity is 3. The LUMO energy (spin up / spin down) is 0.6 / -1.6 eV. The calculation puts the molar mass at 120.08 u.

```
13
Properties=species:S:1:pos:R:3:forces:R:3
C -3.5341 -0.8573 0.6840 0.55 -3.10 1.09
C -3.2331 0.0017 -0.2401 -0.60 0.15 1.46
C 0.6571 0.0247 0.1857 -0.84 0.09 -1.22
C 1.9741 -0.5618 0.1551 -0.65 1.68 -0.72
O 1.8358 0.6598 1.1076 1.11 -0.11 0.12
O -3.2228 0.6795 -1.1693 0.63 2.55 -3.45
O 3.0142 -0.4246 -0.6532 1.23 -0.79 -0.59
F -3.7821 -0.5968 1.9798 -0.20 0.51 0.65
H -3.4166 -1.9358 0.5557 -0.29 -0.08 0.27
H 0.6231 0.7791 -0.6515 0.04 -0.28 0.81
H 2.1982 -1.4486 0.6096 -0.06 -2.26 2.03
H 1.9152 0.2506 1.9720 -0.63 0.18 0.58
H 3.0038 0.3713 -1.1433 -0.30 1.47 -1.02
```
Positions in Å, forces in eV/Å.

Mulliken population analysis, charges in e, atoms 1 to 8: atom 1 (C): -0.20, atom 2 (C): 0.44, atom 3 (C): -0.45, atom 4 (C): 0.06, atom 5 (O): -0.32, atom 6 (O): -0.35, atom 7 (O): -0.48, atom 8 (F): -0.16

***

Here is 7 unconnected molecules or ions with the total composition C13H25N7O10 from the Open Molecules 2025 dataset. Energies are from ωB97M-V with the def2-TZVPD basis set.

For the total energy, the calculation gives -44776.85485 eV. The LUMO energy is -0.2 eV. The calculation puts the molar mass at 439.38 u. The value obtained for the energy above the lowest of the compared OMol25 structures with the same formula, charge and spin is 0.0 kcal per mole.

```
55
Properties=species:S:1:pos:R:3:forces:R:3
C 3.4418 -9.4324 12.6373 1.08 -0.65 -0.61
N 4.5511 -9.8916 13.5513 0.05 -0.13 -0.56
O 4.2424 -10.2772 14.6596 -0.07 -0.02 0.17
O 5.6771 -9.8802 13.1041 -0.08 0.07 0.10
H 3.7937 -8.4850 12.1988 -0.45 -0.40 0.25
H 2.5831 -9.3847 13.2798 -0.52 0.25 -0.17
H 3.3736 -10.2178 11.8355 -0.08 0.81 0.86
C -0.4815 -8.1022 16.5137 -0.57 -0.28 0.80
N -0.5709 -6.9144 15.6762 -0.11 1.24 -0.69
O 0.4888 -6.4741 15.2373 -1.24 -0.10 0.13
O -1.7011 -6.4475 15.4619 1.86 -0.39 0.25
H -0.8970 -8.8886 15.9332 -0.28 -0.89 -0.80
H -1.2344 -7.9847 17.3208 1.11 0.04 -0.03
H 0.5722 -8.3465 16.7083 -0.65 0.39 0.40
C -1.1213 -9.2735 22.0835 -0.29 0.88 1.19
N -1.9458 -9.3273 20.8543 -0.18 -0.67 0.68
O -1.3827 -9.0271 19.8332 -0.13 0.29 -0.80
O -3.0806 -9.7670 20.9665 0.56 0.46 -0.33
H -0.4566 -10.1052 22.0504 0.47 -0.73 -0.24
H -1.8169 -9.4338 22.9300 0.59 0.50 -0.43
H -0.4804 -8.3543 22.1223 -1.02 -0.73 -0.11
C 0.7109 -14.9774 11.4323 -0.59 0.83 0.11
N 0.1941 -15.2940 10.0480 0.01 1.28 2.82
O 0.8310 -14.9183 9.1280 1.29 0.42 -2.32
O -0.8760 -15.8235 10.0276 -1.41 -1.07 -0.50
H 0.8001 -15.9619 11.8630 0.13 0.06 0.65
H -0.0601 -14.3288 11.9464 0.76 -1.06 -0.57
H 1.6493 -14.4183 11.3817 -0.18 -0.44 -0.15
C 3.5539 -13.5832 15.4953 0.14 0.31 -0.99
N 2.8957 -14.0865 14.2477 0.36 1.14 1.34
O 3.3233 -13.5637 13.2450 -0.57 -0.41 -1.09
O 2.0466 -14.9384 14.3739 -0.07 -0.05 -0.81
H 4.6031 -13.7641 15.2510 -0.06 0.35 0.68
H 3.1411 -14.1886 16.2430 -0.09 -0.81 1.35
H 3.3054 -12.5268 15.6840 0.28 -0.43 -0.51
N -4.9637 -10.3122 14.7501 1.09 0.06 -1.21
C -4.3672 -9.2175 15.3192 -0.82 -0.30 -0.70
C -3.8235 -8.4935 14.3139 1.66 0.53 -1.40
C -3.9717 -9.2152 13.0472 -1.04 -0.33 2.29
C -4.6906 -10.3332 13.4024 -0.75 0.12 -0.37
H -5.6554 -10.9214 15.0836 -0.62 -0.65 1.07
H -4.4063 -9.0399 16.3607 -0.05 0.18 0.72
H -3.2032 -7.6115 14.4742 -0.46 -0.28 -0.16
H -3.7662 -8.9593 12.0371 0.48 0.38 -0.36
H -5.1899 -11.0890 12.8023 0.32 0.17 -0.01
N -1.6949 -11.3048 14.2939 -1.36 1.14 -1.30
C -0.4872 -10.8937 13.7898 -0.25 -1.30 1.07
C 0.4398 -11.2989 14.7155 0.56 0.48 0.33
C -0.2156 -11.8215 15.8518 -0.89 0.36 -0.75
C -1.5540 -11.7939 15.5127 0.41 -1.11 2.24
H -2.6292 -11.0692 13.9488 0.67 0.01 -0.30
H -0.3914 -10.4704 12.8364 0.07 0.45 -1.02
H 1.4936 -11.1975 14.6450 0.73 0.26 -0.24
H 0.1797 -12.0418 16.8168 0.29 -0.41 0.23
H -2.3878 -12.1400 16.1083 -0.07 0.19 -0.21
```
Positions in Å, forces in eV/Å.

Mulliken population analysis, charges in e, atoms 1 to 8: atom 1 (C): -0.56, atom 2 (N): 0.91, atom 3 (O): -0.53, atom 4 (O): -0.55, atom 5 (H): 0.30, atom 6 (H): 0.17, atom 7 (H): 0.26, atom 8 (C): -0.18

***

Here is C3H8N2S in the gas phase from the Open Molecules 2025 dataset. Energies are from ωB97M-V with the def2-TZVPD basis set.

For the total energy, the calculation gives -17054.99675 eV. The LUMO energy is 0.9 eV. The calculation puts the molar mass at 104.18 u. The value obtained for the energy above the lowest of the compared OMol25 structures with the same formula, charge and spin is 40.0 kcal per mole.

```
14
Properties=species:S:1:pos:R:3:forces:R:3
C 0.9669 0.1071 1.0168 0.01 -0.15 -0.29
C 0.1509 1.1738 0.3430 0.10 0.52 -0.12
C -0.8343 0.6322 -0.6957 0.25 -0.50 0.36
H 3.1019 -0.7607 -1.0487 -0.32 0.04 0.18
H 2.1145 0.5766 -1.1412 -0.05 -0.36 0.10
H 0.7516 -0.1128 2.0473 -0.02 -0.14 0.30
H -0.3946 1.7643 1.0890 0.13 -0.23 -0.06
H 0.8268 1.8867 -0.1608 -0.12 -0.09 0.03
H -0.2980 0.0857 -1.4654 -0.04 0.06 -0.17
H -1.3914 1.4402 -1.1461 -0.12 0.22 -0.17
H -1.2503 -1.5142 0.3036 -0.35 0.49 -0.15
N 2.1715 -0.4040 -0.8471 0.23 0.34 -0.23
N 1.8749 -0.6131 0.4853 -0.04 0.19 0.08
S -2.0929 -0.4828 0.0044 0.34 -0.39 0.14
```
Positions in Å, forces in eV/Å.

Mulliken population analysis, charges in e, atoms 1 to 8: atom 1 (C): -0.13, atom 2 (C): -0.51, atom 3 (C): -0.62, atom 4 (H): 0.29, atom 5 (H): 0.16, atom 6 (H): 0.41, atom 7 (H): 0.26, atom 8 (H): 0.29